No. 1
11
Properties=species:S:1:pos:R:3 method="wB97M-V/def2-TZVPD" lumo_ha="-0.005 / -0.012" relative_energy_kcal_mol=139.1 e_tot_ha=-376.54207
C 0.80178 -0.57018 -0.08406
C -1.12509 1.29410 -0.46463
C -0.26349 -0.78537 0.73686
N 0.98064 0.41928 -0.96325
N 0.14067 1.42867 -0.92012
O -1.89757 1.93697 0.11182
O -0.32771 -2.02992 1.34871
H 1.60626 -1.39673 -0.24522
H -0.72199 0.07114 1.25875
H 0.28196 2.05772 -1.85698
H 0.52455 -2.42566 1.07810

No. 2
95
Properties=species:S:1:pos:R:3 method="wB97M-V/def2-TZVPD" spin_multiplicity=2 lumo_ha="0.087 / 0.088" charge=-1 relative_energy_kcal_mol=31.4 e_tot_ha=-6167.46210
V 0.08920 0.27600 0.81080
C 4.54740 0.82250 3.62410
Si 3.05100 1.33200 2.52970
C 3.72330 2.86070 1.55600
C 1.84270 2.00990 3.85650
C 2.28240 -0.06630 1.49290
C 2.45240 0.05510 0.03990
C 3.58440 0.45620 -0.66890
C 3.57030 0.40800 -2.05390
C 2.42420 -0.04750 -2.69350
C 1.33470 -0.42060 -1.92510
N 1.34130 -0.34860 -0.60000
Si 2.94290 -1.84850 1.74940
C 2.60400 -2.75110 3.41230
C 4.87680 -1.91950 1.71320
C 2.49810 -3.02350 0.29490
H 4.78940 1.62140 4.31780
H 5.43740 0.61200 3.04350
H 4.31100 -0.05750 4.21040
H 3.25040 3.77900 1.89180
H 3.54050 2.78190 0.49050
H 4.79530 2.97490 1.69610
H 0.82660 2.07900 3.48410
H 1.83530 1.36340 4.72720
H 2.14590 2.99880 4.18820
H 4.46640 0.76840 -0.13270
H 4.44500 0.69600 -2.62480
H 2.37790 -0.12190 -3.76930
H 0.44750 -0.81280 -2.39720
H 2.77160 -2.09800 4.26100
H 3.29380 -3.58520 3.50150
H 1.60050 -3.14760 3.48660
H 5.29590 -1.66850 2.68060
H 5.29540 -1.24030 0.97770
H 5.21730 -2.92200 1.46570
H 1.53490 -2.78210 -0.14150
H 2.47900 -4.06770 0.59680
H 3.23830 -2.92610 -0.49520
Cl -2.52420 0.90730 3.75230
C -1.81460 2.15090 2.80100
C -0.85360 1.80530 1.83360
C -0.35920 2.93840 1.16870
Cl 0.85500 2.57220 0.01890
C -0.73390 4.24780 1.39900
Cl -0.00960 5.55200 0.53410
C -1.70370 4.52130 2.36600
Cl -2.23020 6.13150 2.68180
C -2.23970 3.44600 3.06800
Cl -3.43010 3.76280 4.27780
C -1.78170 -4.33640 1.65650
C -0.92970 -3.19250 1.10480
P -1.24070 -1.45980 1.72960
C -1.04030 -1.87200 3.55940
C -0.02620 -0.97800 4.26130
C -3.10310 -1.37870 1.53990
C -3.68940 -0.10550 0.93560
H -1.52690 -5.25360 1.12540
H -2.84620 -4.15960 1.52400
H -1.59500 -4.50800 2.71580
H -1.02050 -3.15890 0.01780
H 0.11570 -3.39580 1.34830
H -0.66750 -2.89600 3.61930
H -2.00530 -1.83850 4.06820
H 0.80310 -0.79150 3.58290
H 0.34090 -1.45900 5.16860
H -0.45860 -0.02500 4.54170
H -3.55850 -1.57630 2.51390
H -3.34990 -2.19630 0.86080
H -3.77330 0.70230 1.65450
H -4.69000 -0.31740 0.55600
H -3.06420 0.22690 0.10970
C -0.62940 2.45430 -2.81750
O -1.17830 1.62750 -1.82490
H -0.83980 3.49130 -2.54100
H -1.08150 2.24600 -3.78990
H 0.45900 2.32580 -2.90570
H -1.28560 0.72750 -2.20220
C -7.74950 -1.88490 -1.06400
C -6.29050 -1.90190 -1.41150
C -5.70830 -0.78360 -2.00150
C -4.34600 -0.74910 -2.23320
C -3.56160 -1.83030 -1.88880
C -4.12930 -2.96720 -1.35330
C -5.49510 -3.00240 -1.11370
S -1.78440 -1.62570 -1.99330
O -1.56890 -0.74060 -3.13560
O -1.19450 -2.94210 -2.13300
O -1.43980 -0.96390 -0.72420
H -7.91530 -1.18430 -0.24580
H -8.09050 -2.86800 -0.75060
H -8.35050 -1.55660 -1.90970
H -6.32190 0.06940 -2.25570
H -3.86400 0.11340 -2.66020
H -3.49610 -3.80900 -1.12000
H -5.94320 -3.88700 -0.67600

No. 3
30
Properties=species:S:1:pos:R:3 method="wB97M-V/def2-TZVPD" lumo_ha=-0.168 charge=+1 relative_energy_kcal_mol=83.0 e_tot_ha=-527.73969
Li 1.41135 -0.33256 -1.41692
C -2.80230 -3.50029 -3.86749
C -2.27965 -3.85271 -2.45986
O -0.90391 -3.72685 -2.39319
H -3.85977 -3.75175 -3.94888
H -2.34267 -4.03156 -4.70092
H -2.64385 -2.44193 -4.07451
H -2.58386 -4.87688 -2.24393
H -2.87763 -3.33347 -1.71093
H -0.51369 -4.56258 -2.12699
O 1.99097 1.82059 -4.58548
H 1.61655 2.69563 -4.68717
H 2.72625 1.80150 -5.19804
C 2.22055 1.79372 4.05604
C 1.46833 0.98762 2.99782
C 0.16716 1.74018 2.65956
O -0.38436 1.23923 1.44902
C -1.54471 1.88337 1.12330
N 2.39526 1.08213 1.83378
H 3.15274 1.37429 4.43447
H 1.67424 1.83193 4.99847
H 2.48362 2.78391 3.68399
H 1.27365 -0.04592 3.28417
H 0.45620 2.78910 2.59399
H -0.49403 1.68196 3.52416
H -2.11271 2.00489 2.04564
H -2.09966 1.31263 0.37872
H -1.42790 2.86727 0.66898
H 3.29426 0.72279 2.12145
H 2.53957 2.04376 1.56075

No. 4
49
Properties=species:S:1:pos:R:3 method="wB97M-V/def2-TZVPD" smiles=Cc1cc2cc3c(cc2o1)CC[C@@H]1[C@@H]3CC[C@]2(C)[C@@H](O)CC[C@@H]12 lumo_ha=0.029 relative_energy_kcal_mol=28.4 e_tot_ha=-966.29232
C -0.15859 -7.31750 -0.94365
C 0.17758 -5.85340 -1.03188
C -0.74633 -4.84473 -1.26912
C -0.06723 -3.59354 -1.08940
C -0.48827 -2.26765 -1.09890
C 0.38532 -1.20591 -0.78980
C 1.72271 -1.52009 -0.53748
C 2.13755 -2.86928 -0.48183
C 1.24493 -3.92911 -0.80031
O 1.43477 -5.27795 -0.76656
C 2.71367 -0.44649 -0.18287
C 2.17816 0.97207 -0.27710
C 0.76051 1.09067 0.18200
C -0.12530 0.23473 -0.78057
C -1.61105 0.36541 -0.35869
C -2.07222 1.84521 -0.19572
C -1.13641 2.67306 0.70319
C -1.28003 2.18154 2.13728
C -1.37153 4.17958 0.63507
O -2.41814 4.72537 1.45923
C -0.02223 4.80585 1.06938
C 1.04121 3.72678 0.79587
C 0.30480 2.55920 0.11896
H -1.19370 -7.47747 -1.19146
H 0.47282 -7.85712 -1.61407
H 0.09873 -7.73378 0.06737
H -1.77251 -5.02893 -1.55938
H -1.50366 -2.03601 -1.34996
H 3.11543 -3.19623 -0.22716
H 3.67064 -0.53105 -0.75337
H 3.03243 -0.55679 0.88852
H 2.32898 1.28936 -1.30472
H 2.84790 1.63100 0.32046
H 0.65520 0.69089 1.19894
H 0.00877 0.60437 -1.79045
H -2.23892 -0.05796 -1.12435
H -1.75009 -0.15356 0.54816
H -3.08501 1.87974 0.26746
H -2.17242 2.29161 -1.20235
H -0.62877 2.75137 2.81284
H -2.30938 2.37347 2.49450
H -1.06379 1.11850 2.31709
H -1.64205 4.43326 -0.38486
H -3.20518 4.18199 1.33542
H -0.07877 4.94980 2.15870
H 0.16738 5.78789 0.58125
H 1.45051 3.41055 1.74006
H 1.88302 4.16156 0.21155
H 0.30854 2.83973 -0.93729